1.
Molecular formula: C4H12N2O3
Method: DFT, ωB97M-V/def2-TZVPD

Cartesian coordinates (Å):
1 C 0.07417 0.07454 0.46699
2 C 0.22668 -0.90327 -0.46554
3 C 1.73568 1.64764 -1.47585
4 C -1.19378 0.78676 0.70708
5 N -0.34691 -2.34084 1.18812
6 N 0.69036 0.72609 -1.87202
7 O 0.30165 -2.03448 2.42939
8 O -1.73147 -2.26706 1.44447
9 O -0.43773 1.54007 -2.14479
10 H 0.51015 -2.90378 2.80354
11 H -1.84600 -1.60399 2.14794
12 H -0.99959 0.97215 -2.68686
13 H 0.93813 0.35296 1.05838
14 H -0.61047 -1.25856 -1.04795
15 H 1.17415 -1.39474 -0.61935
16 H 2.10101 2.19437 -2.35549
17 H 1.41708 2.39147 -0.73404
18 H 2.55983 1.05997 -1.06806
19 H -1.25250 1.19091 1.71887
20 H -2.05455 0.14403 0.51049
21 H -1.25588 1.62576 -0.00533

Calculated values
LUMO (spin up / spin down)   0.0291 / 0.0209 Eh
Kohn-Sham gap (spin up / spin down)   8.43 / 7.82 eV
Maximum force   2.0 eV/A

***

2.
Molecular formula: C4H12N2O4S
Method: DFT, ωB97M-V/def2-TZVPD

Cartesian coordinates (Å):
1 C 2.10255 1.91211 -0.69965
2 C 1.02651 1.90207 0.44432
3 C -0.18968 1.26383 0.01957
4 C -0.31244 -1.47734 0.38819
5 N -1.04731 -2.20236 -0.43072
6 N 0.85792 -2.14728 0.63075
7 O -2.79114 -0.55225 1.12704
8 O -4.89638 -0.11815 -0.05339
9 O -2.64069 -0.20758 -1.27357
10 O -1.33613 1.47042 0.39819
11 S -3.28614 0.43586 -0.14298
12 H 1.76874 2.63330 -1.40586
13 H 3.10347 2.24158 -0.38048
14 H 2.10600 0.92501 -1.15700
15 H 1.37016 1.22816 1.33742
16 H 0.76234 2.94960 0.67414
17 H -0.19858 0.65903 -0.95522
18 H -0.92947 -2.99149 -0.96035
19 H -1.93705 -1.79426 -0.58996
20 H 1.33798 -1.73074 1.43822
21 H 1.29816 -3.03415 0.23733
22 H -1.77053 -0.67130 0.96985
23 H -4.94905 -0.80308 0.59626

Calculated values
LUMO   0.0226 Eh
Kohn-Sham gap   9.98 eV
Maximum force   5.0 eV/A

***

3.
Molecular formula: C4H12N2OS
Method: DFT, ωB97M-V/def2-TZVPD

Cartesian coordinates (Å):
1 C -1.13942 1.59278 0.50604
2 C 0.03805 -2.33108 -0.00825
3 C 2.90381 0.30799 0.60566
4 C 0.90980 -0.48802 -1.05789
5 N -2.25184 0.54012 -1.22206
6 N -1.66124 0.37222 -0.02601
7 O 1.13536 -1.53402 -0.24555
8 S 1.95756 0.87298 -0.89565
9 H -0.97063 1.43974 1.45171
10 H -0.32234 2.03476 -0.01942
11 H -1.97465 2.34568 0.41339
12 H -0.28083 -2.78782 -0.87409
13 H -0.89380 -1.55197 0.34459
14 H 0.15315 -2.78463 1.01142
15 H 2.05349 0.24632 1.29551
16 H 3.42292 1.30291 1.07020
17 H 3.64094 -0.55253 0.32233
18 H 0.24463 -0.58932 -1.95020
19 H -2.46943 1.46488 -1.29921
20 H -3.02850 -0.05166 -1.49386

Calculated values
LUMO (spin up / spin down)   0.0309 / 0.0319 Eh
Kohn-Sham gap (spin up / spin down)   6.74 / 8.46 eV
Maximum force   6.8 eV/A

***

4.
Molecular formula: C4H12N2S
Method: DFT, ωB97M-V/def2-TZVPD

Cartesian coordinates (Å):
1 C -0.04904 -1.02127 -0.53879
2 N 0.67776 -0.53629 0.60969
3 C 1.89039 0.17914 0.16468
4 N 2.61650 0.87892 1.29768
5 C -0.97860 0.13756 -1.06362
6 C -1.98820 0.77011 -0.12886
7 S -2.86194 -0.37347 0.97616
8 H -0.63869 -1.94957 -0.37180
9 H 0.65703 -1.20278 -1.39197
10 H 1.09250 -1.37183 1.01876
11 H 2.48174 -0.57431 -0.35634
12 H 1.65800 1.03794 -0.68324
13 H 3.10565 0.30143 1.97464
14 H 1.83322 1.27516 1.91690
15 H -1.56067 -0.29140 -2.06222
16 H -0.27204 0.93559 -1.45189
17 H -2.64730 1.50715 -0.55527
18 H -1.35544 1.25726 0.60907
19 H -3.66086 -0.95936 0.03642

Calculated values
LUMO (spin up / spin down)   0.1234 / 0.1330 Eh
Kohn-Sham gap (spin up / spin down)   1.94 / 9.08 eV
Net charge   -1
Expectation value of S²   0.751
2S+1   2
Maximum force   3.7 eV/A

***

5.
Molecular formula: C4H12N2S
Method: DFT, ωB97M-V/def2-TZVPD

Cartesian coordinates (Å):
1 C -0.21447 1.89410 -0.20097
2 C -0.29560 2.21290 1.08487
3 N -1.32685 1.80858 1.95652
4 N 0.90765 2.27987 -0.99911
5 H -1.00362 1.32062 -0.68094
6 H 0.49323 2.82358 1.51877
7 H -1.25913 2.28959 2.83691
8 H -1.34448 0.80352 2.12331
9 H 0.60936 2.53623 -1.92396
10 H 1.55621 1.51244 -1.09426
11 C 1.07359 -1.56333 -0.85402
12 C -0.02923 -2.59235 -0.62984
13 S -1.07082 -2.04272 0.75671
14 H 1.70147 -1.48399 0.03606
15 H 0.65287 -0.57831 -1.05310
16 H 1.71597 -1.86969 -1.68598
17 H -0.64379 -2.69280 -1.52410
18 H 0.40671 -3.56455 -0.40526
19 H -1.92906 -3.09368 0.73837

Calculated values
LUMO (spin up / spin down)   0.1266 / 0.1230 Eh
Kohn-Sham gap (spin up / spin down)   2.45 / 8.48 eV
Net charge   -1
Expectation value of S²   0.751
2S+1   2
Maximum force   0.4 eV/A

***

6.
Molecular formula: C4H12N2S
Method: DFT, ωB97M-V/def2-TZVPD

Cartesian coordinates (Å):
1 N 2.07490 -1.32380 1.36396
2 C 1.92680 -1.53887 -0.04229
3 C 2.11869 -0.58777 -0.94372
4 N 2.07180 -0.81576 -2.35089
5 H 3.01292 -1.49096 1.69316
6 H 1.49771 -1.97667 1.86244
7 H 1.67670 -2.55971 -0.32093
8 H 2.37214 0.42998 -0.65629
9 H 2.48483 -0.06364 -2.88272
10 H 1.10450 -0.92443 -2.64306
11 C -0.56027 0.82308 1.42694
12 C -1.72964 0.22396 0.64070
13 S -2.75158 1.55777 -0.06946
14 H -0.70754 1.84271 1.77976
15 H 0.33930 0.79453 0.81709
16 H -0.31262 0.21669 2.29735
17 H -1.32676 -0.30336 -0.21941
18 H -2.31994 -0.43513 1.26513
19 H -3.27156 0.84357 -1.07296

Calculated values
LUMO   0.0321 Eh
Kohn-Sham gap   9.27 eV
Maximum force   0.7 eV/A

***

7.
Molecular formula: C4H12N2S
Method: DFT, ωB97M-V/def2-TZVPD

Cartesian coordinates (Å):
1 C -2.21158 -1.22121 -1.48716
2 C -0.18739 -1.70854 -2.72034
3 C 1.01855 0.64863 3.91177
4 C -1.60669 -1.95080 -2.38818
5 N 2.02182 2.82477 -0.35189
6 N -1.01429 -0.48291 2.18214
7 S 0.10773 0.45836 2.20748
8 H 2.10298 3.18020 0.57237
9 H -3.22325 -1.27226 -1.05561
10 H -1.65387 -0.55240 -0.82029
11 H 0.16455 -2.67411 -3.15186
12 H 0.27025 -1.52688 -1.77524
13 H -0.27162 -0.85674 -3.33010
14 H 1.85525 -0.09473 3.89262
15 H 1.16413 1.70632 3.95172
16 H 0.42112 0.33082 4.70642
17 H -2.13841 -2.65403 -2.92749
18 H 1.19718 2.29160 -0.39660
19 H 1.98353 3.55392 -1.01977

Calculated values
LUMO   -0.0225 Eh
Kohn-Sham gap   8.30 eV
Maximum force   2.8 eV/A

***

8.
Molecular formula: C4H12N2S
Method: DFT, ωB97M-V/def2-TZVPD

Cartesian coordinates (Å):
1 N -1.67748 2.15303 0.92144
2 C -0.22183 2.15240 0.62102
3 C 0.12634 1.13099 -0.42786
4 N -0.21209 -0.25282 -0.03937
5 C 0.89061 -1.16094 -0.31033
6 C 0.72896 -2.57863 0.08188
7 S -0.65812 -3.41276 -0.79093
8 H -2.08753 2.97961 0.50553
9 H -2.10032 1.37510 0.42603
10 H 0.08506 3.12846 0.22904
11 H 0.34792 2.09386 1.54861
12 H 1.19982 1.21306 -0.67207
13 H -0.33907 1.32671 -1.39924
14 H -0.29840 -0.22972 0.97490
15 H 1.81055 -0.78541 0.17006
16 H 1.18960 -1.09567 -1.36062
17 H 1.57225 -3.15350 -0.29312
18 H 0.73914 -2.60524 1.16941
19 H -1.09541 -2.27854 -1.35438

Calculated values
LUMO   0.0357 Eh
Kohn-Sham gap   9.80 eV
Maximum force   2.1 eV/A